1.
Formula: C5H10O5Yb
Source: the OMol25 dataset
Level of theory: the ωB97M-V functional and the def2-TZVPD basis

Structure (XYZ):
```
21
Properties=species:S:1:pos:R:3:mulliken_charge:R:1
C -0.74 -0.04 0.87 0.121
C -1.58 -1.11 0.25 -0.486
O -1.82 -0.79 -1.15 -0.178
C -2.58 -1.60 -1.84 0.933
O -3.04 -2.68 -1.34 -0.677
O -2.97 -1.24 -2.99 -0.690
O -0.16 -0.51 2.03 -0.255
Yb -4.29 -3.20 -3.43 1.452
H -1.32 0.88 1.04 0.408
H -2.54 -1.17 0.77 0.356
H -1.10 -2.10 0.29 0.371
H 0.67 -0.03 2.22 0.396
H 0.38 0.73 0.22 -0.049
C 1.72 1.64 -0.34 -0.867
C 2.99 1.50 0.44 -0.154
O 2.67 1.29 1.81 -0.475
H 1.82 1.42 -1.41 0.424
H 1.22 2.60 -0.18 0.396
H 3.60 2.41 0.34 0.335
H 3.59 0.66 0.05 0.317
H 3.47 1.33 2.34 0.323
```

Computed properties:
- Highest occupied orbital energy (alpha / beta): -15.4611 / -16.6044 eV
- Total charge: +2
- Maximum force: 2.65 eV Å⁻¹
- LUMO (alpha / beta): -8.0 / -11.4 eV
- 2S+1: 3
- Kohn-Sham gap (alpha / beta): 7.46 / 5.24 eV
- Energy above the lowest of the compared OMol25 structures with the same formula, charge and spin: 123.2 kJ/mol

=====

2.
Formula: C5H10OS
Source: the OMol25 dataset
Level of theory: the ωB97M-V functional and the def2-TZVPD basis

Structure (XYZ):
```
17
Properties=species:S:1:pos:R:3:mulliken_charge:R:1
C 0.05 -0.39 -0.96 -0.338
C -0.18 -0.72 0.39 1.231
C -0.95 -2.08 0.62 -1.319
C -0.54 0.25 1.41 -1.204
C 0.80 2.50 -1.21 -0.422
O 1.09 -0.85 -0.21 -0.498
S 2.43 2.41 -1.43 -0.028
H -0.22 -1.09 -1.68 0.262
H -0.43 -2.74 1.32 0.296
H -1.06 -2.62 -0.35 0.357
H -1.98 -1.86 0.82 0.366
H -0.15 1.23 1.06 0.362
H -0.09 0.00 2.47 0.248
H -1.61 0.41 1.45 0.329
H 0.41 3.01 -2.18 0.199
H 0.06 0.63 -1.42 -0.036
H 2.36 1.93 -0.12 0.196
```

Computed properties:
- Highest occupied orbital energy: -8.7821 eV
- Maximum force: 4.35 eV Å⁻¹
- LUMO: -0.1 eV
- 2S+1: 1
- Kohn-Sham gap: 8.66 eV
- Energy above the lowest of the compared OMol25 structures with the same formula, charge and spin: 517.1 kJ/mol

=====

3.
Formula: C5H10OS
Source: the OMol25 dataset
Level of theory: the ωB97M-V functional and the def2-TZVPD basis

Structure (XYZ):
```
17
Properties=species:S:1:pos:R:3:mulliken_charge:R:1
C 0.32 1.54 -2.48 -0.772
S -0.86 0.37 -1.73 -0.078
C -0.77 0.94 0.00 -0.772
C 0.50 0.54 0.73 -0.463
C 0.74 -0.98 0.81 -0.576
C 0.13 -1.56 2.05 -0.030
O 0.76 -1.81 3.04 -0.458
H -0.16 2.50 -2.66 0.258
H 0.65 1.10 -3.42 0.338
H 1.14 1.68 -1.80 0.217
H -0.81 2.02 -0.07 0.382
H -1.64 0.52 0.51 0.348
H 1.36 0.99 0.24 0.254
H 0.45 0.97 1.74 0.334
H 1.80 -1.17 0.86 0.327
H 0.37 -1.44 -0.11 0.368
H -0.97 -1.73 2.04 0.322
```

Computed properties:
- Highest occupied orbital energy: -8.8017 eV
- SMILES: CSCCCC=O
- Maximum force: 0.78 eV Å⁻¹
- LUMO: 0.9 eV
- 2S+1: 1
- Kohn-Sham gap: 9.66 eV
- Energy above the lowest of the compared OMol25 structures with the same formula, charge and spin: 50.1 kJ/mol

=====

4.
Formula: C5H10S
Source: the OMol25 dataset
Level of theory: the ωB97M-V functional and the def2-TZVPD basis

Structure (XYZ):
```
16
Properties=species:S:1:pos:R:3:mulliken_charge:R:1
C -2.20 -0.17 1.82 -0.674
C -1.43 0.40 0.63 -0.187
C -0.29 -0.74 0.46 -0.582
C 0.62 -0.22 -0.53 0.102
C -0.07 -0.21 -1.89 -1.231
H -3.59 0.23 1.37 0.207
H -1.68 0.59 2.98 0.194
H -1.71 -1.81 1.74 0.234
H -2.29 0.29 -0.24 0.268
H -1.01 1.37 0.83 0.286
H -0.86 -1.46 -0.44 0.250
H 0.15 -1.23 1.47 0.339
H -1.03 0.40 -1.94 0.265
H -0.19 -1.28 -2.21 0.367
H 0.71 0.20 -2.38 0.432
S 1.98 0.52 -0.26 -0.271
```

Computed properties:
- Highest occupied orbital energy: -8.5475 eV
- Maximum force: 4.87 eV Å⁻¹
- LUMO: -0.1 eV
- 2S+1: 1
- Kohn-Sham gap: 8.42 eV
- Energy above the lowest of the compared OMol25 structures with the same formula, charge and spin: 863.6 kJ/mol

=====

5.
Formula: C5H10S2
Source: the OMol25 dataset
Level of theory: the ωB97M-V functional and the def2-TZVPD basis

Structure (XYZ):
```
17
Properties=species:S:1:pos:R:3:mulliken_charge:R:1
C 3.16 -0.22 -0.08 -0.895
S 1.59 -0.89 -0.68 0.017
C 0.55 0.49 -0.35 -0.276
C -0.78 0.51 -0.48 0.196
C -1.60 1.74 -0.18 -1.103
S -1.66 -0.94 -1.04 -0.106
C -1.83 -1.82 0.54 -0.715
H 3.42 0.67 -0.67 0.291
H 3.12 -0.02 0.98 0.285
H 3.95 -0.97 -0.27 0.333
H 1.09 1.38 0.02 0.260
H -0.98 2.54 0.15 0.375
H -2.12 2.05 -1.10 0.282
H -2.34 1.53 0.60 0.264
H -2.39 -1.25 1.28 0.253
H -0.82 -2.06 0.95 0.238
H -2.36 -2.75 0.33 0.302
```

Computed properties:
- Highest occupied orbital energy: -8.1011 eV
- SMILES: CS/C=C(/C)SC
- Maximum force: 0.86 eV Å⁻¹
- LUMO: 0.8 eV
- 2S+1: 1
- Kohn-Sham gap: 8.95 eV
- Energy above the lowest of the compared OMol25 structures with the same formula, charge and spin: 11.3 kJ/mol

=====

6.
Formula: C5H10S2
Source: the OMol25 dataset
Level of theory: the ωB97M-V functional and the def2-TZVPD basis

Structure (XYZ):
```
17
Properties=species:S:1:pos:R:3:mulliken_charge:R:1
C 3.17 -0.16 -0.18 -0.870
S 1.54 -0.88 -0.53 -0.023
C 0.50 0.47 -0.19 -0.270
C -0.90 0.53 -0.23 0.251
C -1.58 1.87 -0.08 -1.220
S -1.92 -0.75 -0.86 -0.084
C -1.76 -2.02 0.41 -0.748
H 3.17 0.82 -0.64 0.279
H 3.31 -0.18 0.91 0.271
H 3.99 -0.75 -0.56 0.347
H 1.01 1.39 0.11 0.291
H -0.96 2.72 -0.38 0.365
H -2.46 1.89 -0.73 0.349
H -1.83 1.99 0.97 0.256
H -2.03 -1.72 1.43 0.281
H -0.74 -2.44 0.42 0.226
H -2.51 -2.78 0.14 0.298
```

Computed properties:
- Highest occupied orbital energy: -7.7111 eV
- SMILES: CS/C=C(/C)SC
- Maximum force: 3.86 eV Å⁻¹
- LUMO: 0.8 eV
- 2S+1: 1
- Kohn-Sham gap: 8.54 eV
- Energy above the lowest of the compared OMol25 structures with the same formula, charge and spin: 51.5 kJ/mol

=====

7.
Formula: C5H10Si
Source: the OMol25 dataset
Level of theory: the ωB97M-V functional and the def2-TZVPD basis

Structure (XYZ):
```
16
Properties=species:S:1:pos:R:3:mulliken_charge:R:1
C -1.12 2.67 -0.69 -0.958
C -0.23 1.70 -0.64 0.084
C 0.09 1.00 0.55 -0.476
C 0.65 -0.84 0.38 0.213
C 0.57 -1.50 1.67 -0.946
Si 0.43 -1.63 -1.20 0.324
H -1.44 3.14 -1.58 0.314
H -1.83 2.88 0.09 0.290
H 0.31 1.56 -1.55 0.375
H 0.29 1.29 1.64 0.297
H -0.06 -2.48 1.53 0.290
H 1.62 -1.52 2.10 0.261
H 0.02 -0.98 2.50 0.270
H 1.46 -2.75 -1.32 -0.097
H 0.25 -0.65 -2.30 -0.144
H -1.00 -1.89 -1.17 -0.097
```

Computed properties:
- Highest occupied orbital energy (alpha / beta): -7.9594 / -7.9853 eV
- Maximum force: 7.15 eV Å⁻¹
- LUMO (alpha / beta): 0.2 / 0.0 eV
- 2S+1: 1
- Kohn-Sham gap (alpha / beta): 8.12 / 7.95 eV
- Energy above the lowest of the compared OMol25 structures with the same formula, charge and spin: 532.0 kJ/mol

=====

8.
Formula: C5H10Si
Source: the OMol25 dataset
Level of theory: the ωB97M-V functional and the def2-TZVPD basis

Structure (XYZ):
```
16
Properties=species:S:1:pos:R:3:mulliken_charge:R:1
C 0.91 -0.72 -0.33 -0.747
C 1.54 0.42 -0.53 -0.338
C -0.64 -0.04 1.43 -1.417
C -0.32 -0.97 0.30 1.078
C -1.35 -0.90 -0.82 -1.057
Si 0.91 2.07 0.16 0.026
H 1.25 -1.64 -0.78 0.297
H 2.53 0.49 -1.08 0.386
H -1.70 0.29 1.39 0.279
H 0.03 -0.02 2.24 0.495
H -0.17 -2.06 0.64 0.266
H -2.28 -0.44 -0.42 0.313
H -1.66 -1.96 -1.21 0.268
H -0.89 -0.24 -1.69 0.273
H 1.47 2.56 1.45 -0.067
H 0.36 3.16 -0.73 -0.058
```

Computed properties:
- Highest occupied orbital energy (alpha / beta): -5.8223 / -9.7784 eV
- Maximum force: 3.56 eV Å⁻¹
- LUMO (alpha / beta): 1.0 / -1.1 eV
- 2S+1: 3
- Kohn-Sham gap (alpha / beta): 6.84 / 8.68 eV
- Energy above the lowest of the compared OMol25 structures with the same formula, charge and spin: 18.8 kJ/mol

=====

9.
Formula: C5H11BF4I2Pt
Source: the OMol25 dataset
Level of theory: the ωB97M-V functional and the def2-TZVPD basis

Structure (XYZ):
```
24
Properties=species:S:1:pos:R:3:mulliken_charge:R:1
Pt -0.57 0.45 0.44 0.584
I -0.26 0.78 3.21 0.099
C -0.75 2.84 2.58 -0.879
I -0.65 3.25 0.43 0.104
H -0.04 3.49 3.08 0.495
H -1.77 3.03 2.90 0.409
C 0.61 -2.13 -0.70 -1.267
C 1.37 -0.90 -1.20 0.560
C 2.80 -1.28 -1.63 -1.594
C 1.41 0.15 -0.11 -0.833
H 0.50 -2.86 -1.50 0.372
H -0.41 -1.85 -0.37 0.365
H 1.13 -2.60 0.13 0.303
H 0.85 -0.49 -2.08 0.204
H 3.35 -1.69 -0.79 0.363
H 3.34 -0.42 -2.01 0.396
H 2.76 -2.03 -2.42 0.401
H 1.86 1.08 -0.47 0.418
H 1.95 -0.21 0.76 0.384
F -2.45 -0.18 -0.87 -0.485
B -3.58 0.28 -0.06 0.569
F -2.90 0.84 1.07 -0.327
F -4.32 -0.78 0.33 -0.315
F -4.24 1.24 -0.73 -0.326
```

Computed properties:
- Highest occupied orbital energy (alpha / beta): -8.8045 / -8.8046 eV
- Maximum force: 1.32 eV Å⁻¹
- LUMO (alpha / beta): -2.0 / -2.0 eV
- 2S+1: 1
- Kohn-Sham gap (alpha / beta): 6.82 / 6.82 eV

=====

10.
Formula: C5H11BINO4
Source: the OMol25 dataset
Level of theory: the ωB97M-V functional and the def2-TZVPD basis

Structure (XYZ):
```
23
Properties=species:S:1:pos:R:3:mulliken_charge:R:1
C -1.76 1.30 1.32 -0.961
C -0.79 2.22 0.59 -0.429
O 0.09 1.57 -0.31 -0.429
C 0.85 0.55 0.25 -0.943
N 0.25 -0.77 0.02 0.499
B 0.25 -1.21 -1.38 0.148
C 0.69 -0.34 -2.61 -0.937
O -0.20 -2.49 -1.62 -0.523
C 0.94 -1.74 0.78 0.654
O 2.02 -2.05 0.55 -0.453
O 0.23 -2.31 1.78 -0.671
I 1.07 -2.02 3.57 0.257
H -2.66 1.85 1.57 0.397
H -2.04 0.45 0.71 0.236
H -1.31 0.98 2.25 0.273
H -0.26 2.86 1.29 0.314
H -1.39 2.88 -0.01 0.379
H 1.86 0.63 -0.12 0.467
H 0.90 0.70 1.33 0.520
H 0.87 -1.00 -3.44 0.260
H 1.59 0.24 -2.47 0.322
H -0.15 0.29 -2.89 0.305
H -1.06 -2.60 -1.18 0.317
```

Computed properties:
- Highest occupied orbital energy: -9.8028 eV
- Maximum force: 5.06 eV Å⁻¹
- LUMO: -1.4 eV
- 2S+1: 1
- Kohn-Sham gap: 8.43 eV

=====

11.
Formula: C5H11BNO3
Source: the OMol25 dataset
Level of theory: the ωB97M-V functional and the def2-TZVPD basis

Structure (XYZ):
```
21
Properties=species:S:1:pos:R:3:mulliken_charge:R:1
B 0.90 1.03 -0.91 0.543
C -0.31 0.35 -0.23 -0.140
C 0.43 -1.01 1.00 0.080
C -1.64 0.41 -0.35 0.674
C 0.11 -1.15 2.26 -0.964
C -2.32 1.42 -1.23 -1.011
N 1.47 -1.75 0.35 -0.253
O -2.55 -0.11 0.47 -0.461
O 2.19 0.53 -0.69 -0.738
O 0.77 2.05 -1.78 -0.426
H 0.81 -1.68 2.93 0.304
H -2.18 -0.80 1.08 0.348
H -0.41 -0.33 2.71 0.388
H -3.43 1.31 -0.98 0.321
H -2.13 1.07 -2.33 0.286
H -1.93 2.41 -0.96 0.314
H 1.04 -2.53 -0.30 0.413
H 2.17 -2.23 0.90 0.386
H 1.95 -1.04 -0.35 0.380
H 2.91 1.03 -0.99 0.317
H 1.61 2.12 -2.12 0.241
```

Computed properties:
- Highest occupied orbital energy (alpha / beta): -8.9386 / -14.9229 eV
- Total charge: +1
- Maximum force: 8.76 eV Å⁻¹
- LUMO (alpha / beta): -3.4 / -6.3 eV
- 2S+1: 3
- Kohn-Sham gap (alpha / beta): 5.55 / 8.63 eV
- Energy above the lowest of the compared OMol25 structures with the same formula, charge and spin: 0.0 kJ/mol

=====

12.
Formula: C5H11BiO3
Source: the OMol25 dataset
Level of theory: the ωB97M-V functional and the def2-TZVPD basis

Structure (XYZ):
```
20
Properties=species:S:1:pos:R:3:mulliken_charge:R:1
C -1.25 0.16 -0.43 -0.728
O 0.09 0.36 0.10 -0.348
C 1.14 -0.05 -0.73 -0.467
C 1.05 0.49 -2.15 -0.438
O 0.64 1.85 -2.19 -0.336
C 1.61 2.78 -1.72 -0.654
H -1.92 0.24 0.44 0.383
H -1.30 -0.84 -0.91 0.311
H 1.17 -1.16 -0.80 0.375
H 2.06 0.28 -0.24 0.395
H 0.30 -0.06 -2.74 0.283
H 2.02 0.36 -2.66 0.423
H 1.76 2.67 -0.64 0.357
H 2.56 2.62 -2.25 0.310
H 1.23 3.78 -1.94 0.294
Bi -1.48 1.98 -1.71 0.820
O -3.00 -1.96 1.94 -0.392
C -2.88 -2.47 0.84 -0.154
H -3.66 -2.35 0.06 0.293
H -2.08 -3.21 0.62 0.273
```

Computed properties:
- Highest occupied orbital energy (alpha / beta): -12.5536 / -12.9271 eV
- Total charge: +1
- Maximum force: 1.58 eV Å⁻¹
- LUMO (alpha / beta): -4.7 / -5.8 eV
- 2S+1: 2
- Kohn-Sham gap (alpha / beta): 7.86 / 7.16 eV
- Energy above the lowest of the compared OMol25 structures with the same formula, charge and spin: 0.0 kJ/mol

=====

Please write out number 9 again, unchanged.
Formula: C5H11BF4I2Pt
Source: the OMol25 dataset
Level of theory: the ωB97M-V functional and the def2-TZVPD basis

Structure (XYZ):
```
24
Properties=species:S:1:pos:R:3:mulliken_charge:R:1
Pt -0.57 0.45 0.44 0.584
I -0.26 0.78 3.21 0.099
C -0.75 2.84 2.58 -0.879
I -0.65 3.25 0.43 0.104
H -0.04 3.49 3.08 0.495
H -1.77 3.03 2.90 0.409
C 0.61 -2.13 -0.70 -1.267
C 1.37 -0.90 -1.20 0.560
C 2.80 -1.28 -1.63 -1.594
C 1.41 0.15 -0.11 -0.833
H 0.50 -2.86 -1.50 0.372
H -0.41 -1.85 -0.37 0.365
H 1.13 -2.60 0.13 0.303
H 0.85 -0.49 -2.08 0.204
H 3.35 -1.69 -0.79 0.363
H 3.34 -0.42 -2.01 0.396
H 2.76 -2.03 -2.42 0.401
H 1.86 1.08 -0.47 0.418
H 1.95 -0.21 0.76 0.384
F -2.45 -0.18 -0.87 -0.485
B -3.58 0.28 -0.06 0.569
F -2.90 0.84 1.07 -0.327
F -4.32 -0.78 0.33 -0.315
F -4.24 1.24 -0.73 -0.326
```

Computed properties:
- Highest occupied orbital energy (alpha / beta): -8.8045 / -8.8046 eV
- Maximum force: 1.32 eV Å⁻¹
- LUMO (alpha / beta): -2.0 / -2.0 eV
- 2S+1: 1
- Kohn-Sham gap (alpha / beta): 6.82 / 6.82 eV

=====

What is the formula in the sixth record? C5H10S2

=====

Which value of maximum force does entry 12 give? 1.58 eV Å⁻¹